The following is a quantum chemistry calculation of a molecular structure, C37H39FI2N8O7Sc, from the OMol25 dataset.

Geometry as XYZ:
```
95
Properties=species:S:1:pos:R:3:mulliken_charge:R:1
I 1.48405 2.24633 -2.11154 0.055
I -2.55978 5.86922 -4.53163 0.060
Sc -1.82909 0.99178 1.47451 -0.846
F 4.19465 -0.73220 -0.18336 -0.416
O -4.07620 -1.33866 -1.28948 -0.783
O -3.16400 -0.09634 0.33609 -0.292
O -4.33081 2.74694 3.19120 -0.605
O 0.69456 1.66015 2.44439 -0.869
O -0.96620 1.81531 -0.09370 0.362
O -0.54065 -0.65322 0.89954 0.601
O -2.75190 -0.15087 3.05948 -0.314
N -3.42746 2.81047 -0.03011 0.232
N 4.44460 -1.68344 -2.79882 0.468
N -2.96535 2.61463 2.89289 1.349
N -0.38546 -2.26285 -2.82451 0.377
N -0.28916 -1.31892 4.04035 -0.207
N 6.95680 -1.84602 -4.04538 -0.160
N -2.87880 -2.18296 3.96656 -0.095
N -0.48522 2.07254 2.73766 0.733
C -0.42079 3.07531 -2.01234 -0.629
C 2.05962 -1.62931 3.71767 -0.659
C 1.82289 -2.81098 3.02888 -0.310
C -1.73278 -1.35258 -1.04075 -0.084
C -3.12776 -0.91952 -0.64839 -0.030
C 0.51626 -3.21361 2.82401 -0.707
C -0.10902 -4.45517 -3.95854 -0.981
C 0.97195 -0.92019 4.20071 -0.266
C 5.93358 -2.94351 -4.23165 -0.777
C 3.18702 -1.63275 -2.13272 -1.156
C -4.67278 3.20123 -0.06293 -0.025
C -4.09698 -0.36947 5.01929 -1.545
C -0.57143 -1.12502 -0.25609 0.885
C -2.19822 3.40217 3.55033 0.422
C -4.36076 4.54645 -2.00740 -0.773
C -2.67254 4.46788 4.48249 -1.849
C -1.27931 2.68076 -1.01233 0.072
C -0.80593 3.99809 -3.00985 -0.434
C -5.19229 4.07315 -1.04025 -1.076
C -2.06549 4.51684 -3.02921 -0.274
C -2.60186 3.23613 -1.02675 0.490
C -0.50447 -2.42457 3.34173 0.624
C -3.20490 -0.89363 3.93203 0.696
C -0.37670 -2.96968 -4.11008 -0.992
C -0.74823 3.18515 3.35226 0.417
C 5.04990 -2.97897 -3.00328 -0.550
C 0.30849 4.12792 3.81264 -1.895
C 3.06867 -1.10146 -0.83826 -0.026
C -3.01111 4.12671 -2.03779 0.626
C 5.42019 -0.63743 -2.57174 -0.519
C 2.05315 -2.07451 -2.78210 -0.657
C -1.94218 -2.76955 3.04042 -0.547
C 1.86325 -0.95417 -0.22762 -0.458
C 0.71578 -1.38998 -0.89422 0.671
C 6.30046 -0.50487 -3.79567 -0.933
C -1.56917 -1.95968 -2.25071 0.055
C 0.79766 -1.94601 -2.17005 -0.100
H -1.34784 -2.78728 -4.56550 0.427
H 2.14667 -2.44110 -3.79577 0.589
H 1.76497 -0.49060 0.74791 0.797
H -2.03509 4.50029 5.36552 0.384
H -2.59132 5.43849 3.98701 0.309
H -0.86251 -4.91776 -3.32093 0.325
H -3.50115 -0.24525 5.92557 0.358
H 1.11539 0.01323 4.73060 0.378
H -3.20605 -2.72171 4.75157 0.278
H -4.73304 2.06360 2.63936 0.279
H -2.18686 -2.41805 2.03607 -0.206
H -6.23389 4.36039 -1.00562 0.412
H -0.13908 -4.94493 -4.93154 0.401
H 2.64502 -3.40510 2.64854 0.467
H -4.48631 0.60344 4.73037 0.199
H 6.04642 -0.82938 -1.68833 0.393
H -5.33315 2.84212 0.71787 0.281
H 3.06238 -1.25997 3.88396 0.414
H 0.86957 -4.63885 -3.51211 0.262
H -2.45888 -2.17853 -2.82973 0.555
H 1.24816 3.83668 3.34710 0.416
H 5.36564 -2.67382 -5.12012 0.366
H 5.71638 -0.27921 -4.68605 0.366
H 0.35539 -2.49082 -4.76120 0.416
H 7.58833 -1.79657 -4.84593 0.352
H -2.08707 -3.85019 3.05789 0.513
H 5.65492 -3.28858 -2.13197 0.222
H -3.70622 4.32064 4.77568 0.481
H 0.07451 5.15753 3.53338 0.387
H 0.28594 -4.12022 2.27696 0.390
H 4.28622 -3.74138 -3.14614 0.447
H 7.53370 -2.07641 -3.23100 0.401
H 4.92448 0.31685 -2.40702 0.407
H -4.72392 5.22978 -2.76334 0.191
H 6.47907 -3.87001 -4.39780 0.402
H 7.09568 0.22662 -3.67025 0.427
H -4.91313 -1.05784 5.23658 0.453
H -0.08782 4.28502 -3.76530 0.357
H 0.44573 4.10583 4.89784 0.346
```

Computed properties:
Total charge ... +1
Frontier orbital gap ... 5.62 eV
Largest force on an atom ... 0.906 eV/Å
Relative energy (zero: lowest compared OMol25 entry of this formula, charge and spin) ... 69.9 kJ/mol